The following is a DFT calculation (the ωB97M-V functional and the def2-TZVPD basis) of a cluster of 13 separate species, C40H113N7O13 in total at a distorted geometry.

Geometry as XYZ:
```
173
Properties=species:S:1:pos:R:3:lowdin_charge:R:1
C 1.5321 -0.0942 -0.6141 -0.061
C 0.8080 0.2681 0.6626 -0.295
O -0.2905 -0.6134 0.7961 -0.109
H 2.2668 0.6802 -0.8821 0.062
H 0.9520 -0.2530 -1.5175 0.049
H 2.1746 -0.9655 -0.4592 0.058
H 0.4254 1.2920 0.5995 0.068
H 1.4196 0.2390 1.5738 0.080
H -0.0305 -1.5041 1.1143 0.045
C 3.9115 -2.2552 1.8678 -0.067
C 3.9286 -3.0579 3.1636 -0.279
O 2.7285 -3.8292 3.2145 -0.102
H 4.6872 -1.4861 1.8832 0.082
H 2.9781 -1.6984 1.7665 0.055
H 4.0481 -2.8813 0.9879 0.073
H 3.9973 -2.3455 3.9921 0.074
H 4.7824 -3.7381 3.2066 0.124
H 2.8743 -4.6048 3.7614 0.100
C 3.6503 -2.4396 -2.3748 -0.095
C 4.2979 -2.8352 -3.7026 -0.291
O 5.0194 -1.7204 -4.2236 -0.090
H 3.1273 -3.3120 -1.9711 0.078
H 2.8830 -1.6845 -2.5458 0.045
H 4.4202 -2.0415 -1.7174 0.065
H 3.5198 -3.1007 -4.4250 0.110
H 4.9939 -3.6621 -3.5672 0.110
H 4.4803 -1.2061 -4.8264 0.082
C -2.0497 -3.4828 2.4921 -0.060
C -0.6300 -4.0151 2.4425 -0.292
O 0.2556 -3.0289 1.9561 -0.102
H -2.7312 -4.1372 3.0412 0.082
H -2.4346 -3.3419 1.4799 0.057
H -2.1349 -2.5486 3.0533 0.063
H -0.5976 -4.9142 1.8152 0.102
H -0.3674 -4.3735 3.4443 0.110
H 1.1410 -3.2128 2.3140 0.059
C 0.4743 2.9992 2.1652 -0.091
C 1.0022 4.3745 2.5263 -0.284
O 1.8140 4.9391 1.5003 -0.084
H 1.2564 2.3532 1.7532 0.039
H -0.2079 3.0360 1.3094 0.074
H 0.0430 2.4766 3.0190 0.058
H 1.6202 4.2308 3.4188 0.108
H 0.1460 5.0317 2.6637 0.115
H 2.7218 4.6429 1.5911 0.076
C 5.3283 0.7962 -2.2621 -0.085
C 5.2031 1.6543 -3.4993 -0.310
O 3.8525 1.7863 -3.9332 -0.114
H 6.3459 0.8676 -1.8735 0.079
H 4.9830 -0.2310 -2.3862 0.029
H 4.6984 1.2077 -1.4640 0.062
H 5.8870 1.2924 -4.2720 0.107
H 5.5369 2.6579 -3.2095 0.109
H 3.6733 2.7433 -3.8952 0.022
C 2.9839 0.9106 3.4317 -0.047
C 3.1845 1.1375 4.9466 -0.393
C 2.6706 -0.0240 5.7845 -0.178
O 3.4313 -1.1873 5.4931 -0.209
C 2.8165 -2.4041 5.8363 -0.113
N 4.5845 1.4537 5.2825 0.037
H 1.9159 0.6920 3.3318 0.027
H 3.5069 0.0163 3.0916 0.061
H 3.2330 1.7941 2.8494 0.081
H 2.6370 2.0473 5.2053 0.135
H 1.6100 -0.2136 5.5901 0.084
H 2.8037 0.2037 6.8501 0.138
H 2.3208 -2.3778 6.8219 0.081
H 3.6206 -3.1242 6.0077 0.103
H 2.1085 -2.7151 5.0625 0.088
H 5.0304 1.8693 4.4667 0.064
H 5.1407 0.6011 5.3574 0.068
C 1.8186 3.4525 -1.7481 -0.046
C 1.6104 4.0717 -3.1417 -0.387
C 0.6653 5.2496 -3.0553 -0.224
O 0.4198 5.7525 -4.3475 -0.181
C -0.7716 6.5124 -4.4496 -0.089
N 2.9357 4.5074 -3.6276 0.052
H 2.1159 4.2094 -1.0201 0.076
H 2.5677 2.6584 -1.7778 0.055
H 0.9368 2.9429 -1.3475 0.055
H 1.2462 3.2878 -3.8058 0.122
H 1.0395 6.0484 -2.3917 0.141
H -0.2726 5.0167 -2.5266 0.082
H -0.6262 7.4816 -3.9612 0.094
H -1.6016 5.9889 -3.9618 0.069
H -0.9962 6.6236 -5.5074 0.090
H 2.7923 4.8714 -4.5658 0.093
H 3.2820 5.2512 -3.0329 0.093
C -3.9449 -0.8179 -0.2387 -0.039
C -4.0688 0.3832 0.7126 -0.405
C -4.4657 -0.0291 2.1243 -0.219
O -5.6673 -0.7791 2.0895 -0.186
C -5.8591 -1.6123 3.2162 -0.107
N -2.7652 1.0669 0.8597 0.054
H -3.7537 -0.4210 -1.2378 0.060
H -4.8919 -1.3613 -0.2974 0.078
H -3.1473 -1.4955 0.0635 0.062
H -4.7900 1.0901 0.2948 0.135
H -4.6315 0.8596 2.7501 0.126
H -3.6146 -0.5375 2.6004 0.100
H -5.3425 -1.2849 4.1254 0.080
H -5.4646 -2.6056 2.9642 0.084
H -6.9276 -1.6501 3.4295 0.084
H -2.4395 1.2258 -0.0920 0.020
H -2.1376 0.3572 1.2223 0.034
C -3.7657 -6.5770 -0.7375 -0.072
C -3.4964 -5.1345 -1.0877 -0.450
C -2.0047 -4.8299 -1.2841 -0.229
O -1.8635 -3.4522 -1.5050 -0.208
C -0.4986 -3.0699 -1.6077 -0.085
N -4.2777 -4.6903 -2.2327 0.052
H -3.3758 -7.2786 -1.4808 0.078
H -4.8338 -6.7597 -0.6126 0.079
H -3.3427 -6.8488 0.2336 0.075
H -3.7996 -4.5774 -0.1943 0.130
H -1.6083 -5.4135 -2.1315 0.128
H -1.4028 -5.1709 -0.4289 0.112
H -0.1105 -3.5493 -2.5153 0.090
H 0.0613 -3.3792 -0.7206 0.081
H -0.4505 -1.9878 -1.6920 0.073
H -3.9917 -3.7331 -2.4311 0.059
H -4.0180 -5.1955 -3.0767 0.075
C -0.2500 0.0695 4.0740 -0.052
C -1.3827 0.0434 5.0725 -0.413
C -1.0865 -0.8494 6.2566 -0.224
O -0.6807 -2.1225 5.8345 -0.198
C -0.3473 -2.9637 6.9344 -0.095
N -1.6599 1.3915 5.5565 0.044
H 0.7507 0.2394 4.4849 0.033
H -0.3384 0.8600 3.3227 0.052
H -0.1716 -0.8655 3.5169 0.083
H -2.2723 -0.3017 4.5313 0.121
H -2.0038 -0.9489 6.8564 0.129
H -0.3394 -0.3799 6.9091 0.126
H 0.4195 -2.4382 7.5143 0.071
H 0.1206 -3.8720 6.5679 0.087
H -1.2609 -3.1287 7.5052 0.092
H -1.8420 2.0623 4.8167 0.070
H -2.5289 1.4436 6.0833 0.074
C -2.3072 3.9593 -1.1872 -0.039
C -2.5027 2.8592 -2.2368 -0.410
C -2.4976 3.4024 -3.6665 -0.192
O -3.5851 4.2779 -3.8480 -0.184
C -3.8440 4.6218 -5.1773 -0.117
N -1.5556 1.7856 -2.0386 0.080
H -1.3304 4.4431 -1.2415 0.054
H -2.4688 3.5154 -0.2048 0.061
H -3.0971 4.6954 -1.3450 0.085
H -3.5065 2.4801 -2.0025 0.137
H -2.5345 2.5849 -4.3966 0.115
H -1.5384 3.9232 -3.8178 0.105
H -4.5156 5.4837 -5.1800 0.092
H -4.2451 3.7802 -5.7500 0.092
H -2.9500 5.0396 -5.6689 0.076
H -1.5321 1.0967 -2.7843 0.044
H -0.6119 2.1388 -1.9248 0.044
C -2.7518 -1.1322 -4.3829 -0.049
C -2.1529 -0.3964 -5.5827 -0.425
C -0.6428 -0.1681 -5.4663 -0.211
O -0.3718 0.5225 -4.2698 -0.212
C 1.0176 0.6487 -4.0413 -0.103
N -2.4722 -1.1863 -6.7922 0.029
H -3.8102 -1.3193 -4.5759 0.084
H -2.7004 -0.5064 -3.4932 0.054
H -2.3326 -2.1252 -4.2061 0.077
H -2.6865 0.5527 -5.6722 0.126
H -0.2145 0.2829 -6.3718 0.126
H -0.1745 -1.1677 -5.4681 0.127
H 1.5319 1.0462 -4.9231 0.093
H 1.4660 -0.2942 -3.7180 0.082
H 1.2350 1.3975 -3.2788 0.050
H -1.9829 -0.7209 -7.5628 0.068
H -1.9466 -2.0613 -6.7378 0.070
```

M: 900.380 g/mol
E_LUMO: 0.010 Ha
ΔE to the lowest compared entry with this formula, charge and spin: 1.146 eV
max |F|: 2.1 eV Å⁻¹
E_HOMO: -8.401 eV
E_tot: -80355.4029 eV

The following is a DFT calculation (the ωB97M-V functional and the def2-TZVPD basis) of a cluster of 13 separate species, C40H113N7O19 in total at a distorted geometry.

Geometry as XYZ:
```
179
Properties=species:S:1:pos:R:3:lowdin_spin:R:1
C 1.6871 -2.6889 6.2431 0.000
C 1.0007 -1.5174 5.5915 0.000
C 1.4578 -1.2140 4.2024 0.000
O 2.8168 -0.7414 4.0992 0.000
C 2.9571 0.5924 4.6738 0.000
N -0.4284 -1.7660 5.6661 0.000
H 1.3950 -2.8587 7.2794 0.000
H 2.7732 -2.6287 6.3128 0.000
H 1.4636 -3.5800 5.6565 0.000
H 1.1607 -0.6544 6.2379 0.000
H 0.8057 -0.4425 3.7930 0.000
H 1.4147 -2.1316 3.6158 0.000
H 2.4069 1.3202 4.0774 0.000
H 4.0099 0.8747 4.6734 0.000
H 2.5887 0.6479 5.6982 0.000
H -0.6425 -2.2216 6.5417 0.000
H -0.7769 -2.3255 4.9009 0.000
C 1.7208 -8.0493 2.7770 0.000
C 1.0752 -6.6895 2.3592 0.000
C -0.3277 -6.7134 1.7168 0.000
O -0.9207 -5.3762 1.5631 0.000
C -0.6795 -4.9415 0.2011 0.000
N 1.1707 -5.7790 3.4827 0.000
H 1.5954 -8.7432 1.9458 0.000
H 1.1235 -8.5529 3.5371 0.000
H 2.7421 -7.9347 3.1402 0.000
H 1.7501 -6.2042 1.6542 0.000
H -0.9972 -7.2141 2.4162 0.000
H -0.3448 -7.4493 0.9129 0.000
H -1.2150 -5.6074 -0.4756 0.000
H 0.3891 -4.8906 -0.0078 0.000
H -1.1117 -3.9421 0.2508 0.000
H 0.4649 -6.1419 4.1074 0.000
H 0.7760 -4.9068 3.1610 0.000
C -1.8036 0.7791 3.5908 0.000
C -2.7079 1.0739 4.7926 0.000
C -3.6970 -0.0893 5.0179 0.000
O -4.5530 0.0222 6.1803 0.000
C -5.3172 -1.1576 6.3690 0.000
N -1.9017 1.3232 6.0267 0.000
H -1.3407 -0.2002 3.7124 0.000
H -1.0036 1.5089 3.4659 0.000
H -2.3053 0.7354 2.6241 0.000
H -3.2911 1.9507 4.5115 0.000
H -3.1090 -1.0065 5.0500 0.000
H -4.2760 -0.1560 4.0968 0.000
H -5.7065 -1.1001 7.3854 0.000
H -4.7832 -2.0830 6.1530 0.000
H -6.1891 -1.1092 5.7167 0.000
H -1.3195 0.5121 6.1795 0.000
H -2.5785 1.1912 6.7647 0.000
C 2.1254 6.2784 -2.5332 0.001
C 1.9606 4.9015 -1.8027 0.006
C 0.4625 4.4558 -1.5892 0.006
O -0.2098 5.4446 -0.8283 0.003
C -1.6092 5.3887 -0.7680 0.000
N 2.8890 4.0199 -2.4445 0.054
H 1.4380 7.0037 -2.0979 0.000
H 1.8301 6.2790 -3.5825 0.000
H 3.1783 6.5584 -2.4992 0.000
H 2.4302 4.9607 -0.8208 0.005
H 0.4115 3.4889 -1.0887 0.000
H -0.0338 4.3108 -2.5487 0.003
H -2.0393 6.0356 -0.0034 0.000
H -1.8846 4.3465 -0.6064 0.000
H -2.0263 5.6696 -1.7351 0.000
H 3.1824 3.2396 -1.8742 0.002
H 3.7123 4.5800 -2.6138 0.001
C -5.9820 -0.1021 -2.0328 0.000
C -4.8052 -1.0930 -1.9731 0.000
C -4.6610 -1.9310 -0.7229 0.000
O -3.9127 -1.1519 0.2730 0.000
C -3.5997 -2.0015 1.3923 0.000
N -4.9410 -1.8784 -3.1665 0.000
H -6.9997 -0.4902 -1.9911 0.000
H -5.9101 0.5208 -2.9243 0.000
H -5.9581 0.6133 -1.2108 0.000
H -3.8792 -0.5605 -2.1899 0.000
H -4.0345 -2.7621 -1.0466 0.000
H -5.6389 -2.2637 -0.3750 0.000
H -3.2903 -1.3931 2.2422 0.000
H -2.7984 -2.7185 1.2142 0.000
H -4.4792 -2.5515 1.7271 0.000
H -4.0841 -2.3963 -3.2988 0.000
H -4.8943 -1.1813 -3.8959 0.000
C 6.7602 4.2388 0.1203 0.000
C 5.3738 4.6750 0.5522 0.000
C 4.4629 3.3870 0.8403 0.000
O 4.1312 2.7238 -0.3527 0.002
C 3.1976 1.6821 -0.1619 0.000
N 5.4101 5.5876 1.7949 0.000
H 7.3877 5.0904 -0.1428 0.000
H 6.8632 3.5260 -0.6979 0.000
H 7.3052 3.7726 0.9411 0.000
H 4.9607 5.2131 -0.3010 0.000
H 3.6155 3.6111 1.4882 0.000
H 4.9916 2.8229 1.6087 0.000
H 3.5374 0.9636 0.5840 0.000
H 2.7917 1.1334 -1.0118 0.000
H 2.2821 2.1615 0.1849 0.000
H 5.9757 6.3651 1.4856 0.000
H 4.5116 6.0276 1.9335 0.000
C 0.8299 3.6568 -5.6851 0.081
C 1.0635 2.1529 -5.3283 0.076
C 2.3975 1.5603 -5.8129 0.020
O 2.5340 0.1327 -5.8168 0.007
C 1.7742 -0.4085 -6.8405 0.000
N 1.0353 2.1596 -3.8962 0.639
H 0.6188 3.7635 -6.7491 0.014
H 1.7401 4.2429 -5.5580 0.001
H -0.0057 4.0666 -5.1177 0.000
H 0.2045 1.6634 -5.7874 0.001
H 3.2095 2.0753 -5.2996 0.000
H 2.5746 1.9165 -6.8277 0.001
H 1.9537 -1.4411 -7.1400 0.000
H 1.8682 0.1537 -7.7696 0.000
H 0.7591 -0.1960 -6.5051 0.000
H 1.5822 2.9035 -3.4867 0.017
H 0.1158 2.1971 -3.4802 0.016
C -5.2660 2.0518 1.3567 0.000
C -4.0892 2.5640 0.5063 0.000
O -3.2996 3.5137 1.1791 0.000
O -6.3282 2.9224 1.5690 0.000
H -4.8436 1.6202 2.2641 0.000
H -5.6254 1.1757 0.8169 0.000
H -4.4749 2.9414 -0.4407 0.000
H -3.4095 1.7508 0.2517 0.000
H -3.8389 4.3019 1.2759 0.000
H -6.6206 3.1461 0.6824 0.000
C -2.6437 3.0528 -4.6280 0.000
C -2.9049 2.0103 -3.5129 0.000
O -1.6142 1.5332 -3.0328 -0.002
O -3.8543 3.7249 -4.7197 0.000
H -2.3484 2.6328 -5.5895 0.000
H -1.9592 3.8253 -4.2775 0.000
H -3.5621 1.2108 -3.8547 0.000
H -3.2614 2.4191 -2.5674 0.000
H -1.4631 0.7466 -3.5621 0.000
H -3.6852 4.6214 -5.0185 0.000
C 3.7083 -3.5472 1.5099 0.000
C 4.1005 -3.8892 2.9822 0.000
O 3.9156 -5.3076 3.1841 0.000
O 2.3167 -3.6502 1.2565 0.000
H 4.3028 -4.1769 0.8480 0.000
H 3.9104 -2.4831 1.3877 0.000
H 3.5034 -3.2125 3.5936 0.000
H 5.1451 -3.5865 3.0540 0.000
H 2.9885 -5.5131 3.3249 0.000
H 1.9006 -2.7899 1.1645 0.000
C -0.8780 -1.9648 -4.4772 0.000
C -1.1151 -2.8654 -3.2320 0.000
O -2.0880 -3.8177 -3.4807 0.000
O -1.8485 -0.9238 -4.5518 0.000
H -0.7986 -2.4954 -5.4260 0.000
H 0.0515 -1.4245 -4.2979 0.000
H -1.4179 -2.3166 -2.3402 0.000
H -0.2292 -3.4456 -2.9735 0.000
H -1.8507 -4.6866 -3.1484 0.000
H -2.6047 -1.1859 -5.0818 0.000
C 3.1340 -1.0475 -2.9103 0.002
C 3.4326 -2.2297 -1.9615 0.002
O 4.5124 -2.9750 -2.5515 0.002
O 1.8435 -0.5093 -2.6788 0.029
H 3.1771 -1.2766 -3.9751 0.000
H 3.8645 -0.2461 -2.7994 0.000
H 2.6070 -2.9404 -1.9241 0.000
H 3.5641 -2.0030 -0.9035 0.000
H 5.3208 -2.5363 -2.2766 0.000
H 1.6802 0.0565 -3.4370 0.007
C -0.9055 0.0286 -0.1766 0.000
C 0.1066 -0.6885 0.6556 0.000
O 1.0818 -1.3708 -0.1365 0.000
O -0.2512 1.2415 -0.6916 0.003
H -1.6710 0.4226 0.4918 0.000
H -1.3528 -0.5679 -0.9717 0.000
H -0.3615 -1.4479 1.2820 0.000
H 0.5977 0.0145 1.3285 0.000
H 1.2899 -0.8055 -0.8840 0.000
H -0.7703 1.4737 -1.4650 0.000
```

M: 996.374 g/mol
E_LUMO (spin up / spin down): -0.082 / -0.271 Ha
max |F|: 3.0 eV Å⁻¹
spin multiplicity: 2
E_HOMO (spin up / spin down): -10.406 / -10.406 eV
E_tot: -92628.6347 eV
net charge: +1